The following is a DFT calculation (ωB97M-V/def2-TZVPD) of C45H48CoN3OP2Si2 as an isolated structure in a non-equilibrium geometry.

Structure (XYZ):
```
102
Properties=species:S:1:pos:R:3
Co 0.13803 -0.40038 0.82380
C -3.40967 -2.10948 -0.83600
Si -3.54577 -0.48808 0.16950
C -4.22827 -0.81888 1.92510
C -4.81977 0.60762 -0.75950
N -1.94337 0.16642 0.30370
P -1.47547 1.69682 0.32760
C 0.19733 1.66222 0.79870
P 1.56083 1.35872 -0.23230
N 2.15813 -0.05188 0.27850
Si 3.46863 -0.47198 1.33940
C 4.73943 0.86492 1.83770
C 2.73533 -1.13158 2.97290
C 4.48143 -1.83098 0.45390
C 2.81073 2.66362 -0.07980
C 2.69543 3.67262 0.86270
C 3.73233 4.57462 1.03640
C 4.87743 4.47202 0.26430
C 4.98403 3.47702 -0.69520
C 3.95523 2.57002 -0.86380
C 1.28963 1.28112 -2.03120
C 0.87423 0.09192 -2.61280
C 0.69583 0.01972 -3.98310
C 0.91903 1.13692 -4.77340
C 1.28433 2.33752 -4.18530
C 1.46363 2.41482 -2.81650
C -1.95917 2.48092 -1.24760
C -2.00727 1.64362 -2.35840
C -2.43537 2.12472 -3.58100
C -2.82957 3.44932 -3.69720
C -2.75447 4.29422 -2.60020
C -2.31267 3.81792 -1.37740
C -2.27877 2.69302 1.62410
C -3.62527 3.02362 1.51450
C -4.26427 3.69312 2.54190
C -3.57087 4.01652 3.69940
C -2.23327 3.67812 3.81900
C -1.58527 3.03182 2.78100
H -4.09167 -2.85688 -0.44520
H -2.40787 -2.52048 -0.80500
H -3.66357 -1.94688 -1.87960
H -5.10017 -1.46638 1.89430
H -4.51147 0.10132 2.43240
H -3.47847 -1.30418 2.54230
H -5.37767 0.01652 -1.47970
H -4.34157 1.41482 -1.30420
H -5.53787 1.04112 -0.07080
H 4.27493 1.75702 2.24420
H 5.36403 1.17272 1.00540
H 5.39273 0.45412 2.60200
H 2.19583 -0.34528 3.49380
H 3.51613 -1.49278 3.63490
H 2.03423 -1.94388 2.80120
H 4.75623 -1.52258 -0.54990
H 3.93723 -2.76508 0.37580
H 5.39923 -2.03178 0.99650
H 1.78743 3.74142 1.44670
H 3.65063 5.35712 1.77600
H 5.68703 5.17292 0.40300
H 5.87323 3.40672 -1.30480
H 4.02333 1.78042 -1.60090
H 0.69803 -0.77118 -1.98250
H 0.38423 -0.91278 -4.43070
H 0.80073 1.07682 -5.84610
H 1.44003 3.21962 -4.78890
H 1.76033 3.34622 -2.35230
H -1.75127 0.60082 -2.22880
H -2.48327 1.45512 -4.42910
H -3.21347 3.82022 -4.63630
H -3.05627 5.32862 -2.69130
H -2.27497 4.47742 -0.52220
H -4.16297 2.75762 0.61550
H -5.30557 3.96592 2.44050
H -4.07347 4.52312 4.51200
H -1.69667 3.91562 4.72720
H -0.53447 2.79252 2.85660
O -1.20597 0.12812 3.32610
C -0.40037 -0.23628 2.58640
N -0.13577 -2.02388 0.19630
C 0.11553 -3.26038 0.19550
C -0.37337 -4.13948 1.28110
C 0.40653 -5.20448 1.72820
C -0.00837 -5.95038 2.81640
C -1.20167 -5.65908 3.45680
C -1.98877 -4.61028 3.00510
C -1.57077 -3.84718 1.93170
C 0.84743 -3.89198 -0.92670
C 1.91663 -3.23518 -1.53030
C 2.54613 -3.79248 -2.62660
C 2.10093 -4.99618 -3.14950
C 1.02833 -5.64758 -2.56230
C 0.40893 -5.10778 -1.45090
H 1.34653 -5.44138 1.24820
H 0.60723 -6.76498 3.17120
H -1.50357 -6.24018 4.31610
H -2.92757 -4.38138 3.48880
H -2.16697 -3.02138 1.57590
H 2.24853 -2.29468 -1.12180
H 3.38903 -3.28838 -3.07410
H 2.58983 -5.42688 -4.01070
H 0.66993 -6.58288 -2.96790
H -0.43377 -5.61138 -0.99860
```

- HOMO level (spin up / spin down) (eV) = -7.08 / -7.56
- energy (Eh) = -4627.598081
- energy relative to the best compared isomer or geometry (same formula, charge and spin) (eV) = 2.311
- frontier orbital gap (spin up / spin down) (hartree) = 0.270 / 0.250
- spin multiplicity = 5
- F_max (hartree/bohr) = 0.084